The following is a quantum chemistry calculation of 9 unconnected molecules or ions with the total composition C36H99N9O9, from the Open Molecules 2025 dataset.

Computed properties:
**ΔE to the lowest compared entry with this formula, charge and spin**: 222.5 kJ/mol
**HOMO-LUMO gap**: 9.1 eV
**SMILES string**: COC[C@H](C)N.COC[C@H](C)N.COC[C@H](C)N.COC[C@H](C)N.COC[C@H](C)N.COC[C@H](C)N.COC[C@H](C)N.COC[C@H](C)N.COC[C@H](C)N
**E**: -70770.004 eV

The geometry in ORCA input format:
```
! wB97M-V def2-TZVPD RIJCOSX def2/J DEFGRID3
* xyz 0 1
C -3.10 -4.28 3.42
O -4.05 -3.25 3.50
C -3.38 -2.03 3.80
C -4.43 -0.95 3.98
C -3.68 0.32 4.24
N -5.35 -1.39 5.02
H -3.60 -5.22 3.24
H -2.47 -4.36 4.33
H -2.45 -4.09 2.54
H -2.84 -2.18 4.78
H -2.64 -1.82 3.00
H -5.07 -0.80 3.10
H -3.17 0.41 5.21
H -4.21 1.26 4.09
H -2.90 0.28 3.49
H -5.64 -2.32 4.73
H -4.93 -1.37 5.93
C -4.57 -2.28 -2.07
O -3.46 -1.97 -2.92
C -3.79 -2.40 -4.22
C -2.69 -1.94 -5.16
C -1.37 -2.44 -4.61
N -2.67 -0.48 -5.32
H -5.37 -1.57 -2.21
H -4.26 -2.25 -1.03
H -4.94 -3.28 -2.32
H -3.88 -3.49 -4.26
H -4.73 -1.88 -4.49
H -2.97 -2.47 -6.10
H -1.31 -3.52 -4.77
H -1.17 -2.31 -3.53
H -0.52 -1.97 -5.10
H -2.17 -0.15 -6.13
H -2.25 -0.05 -4.49
C 0.75 -1.81 5.06
O 1.56 -1.93 6.26
C 2.91 -2.52 6.01
C 2.96 -4.08 6.19
C 3.61 -4.34 7.54
N 3.65 -4.73 5.13
H 1.16 -0.95 4.51
H -0.26 -1.60 5.33
H 0.89 -2.65 4.37
H 3.05 -2.39 4.92
H 3.66 -1.93 6.59
H 1.90 -4.39 6.22
H 3.61 -5.41 7.71
H 2.98 -3.81 8.25
H 4.66 -3.99 7.58
H 3.16 -4.74 4.28
H 3.81 -5.68 5.45
C 6.77 -0.58 -4.31
O 5.45 -1.10 -4.41
C 4.51 -0.01 -4.18
C 3.09 -0.44 -4.38
C 2.62 -1.37 -3.23
N 2.87 -1.09 -5.70
H 7.52 -1.36 -4.55
H 6.94 -0.26 -3.27
H 6.89 0.28 -5.04
H 4.55 0.27 -3.12
H 4.78 0.81 -4.82
H 2.38 0.38 -4.27
H 2.68 -0.77 -2.31
H 3.21 -2.28 -3.00
H 1.59 -1.57 -3.42
H 3.18 -0.51 -6.47
H 3.47 -1.92 -5.74
C 3.86 3.67 -3.28
O 4.30 3.30 -4.59
C 4.75 4.46 -5.30
C 5.29 4.04 -6.63
C 6.68 3.41 -6.53
N 5.28 5.20 -7.56
H 3.21 4.54 -3.40
H 4.70 3.93 -2.63
H 3.34 2.84 -2.80
H 3.93 5.13 -5.48
H 5.53 5.03 -4.79
H 4.60 3.22 -6.90
H 7.55 4.06 -6.39
H 6.93 2.84 -7.43
H 6.67 2.69 -5.70
H 4.30 5.41 -7.80
H 5.71 5.03 -8.47
C -4.69 1.15 0.56
O -4.05 1.76 -0.58
C -4.89 1.80 -1.73
C -4.74 3.12 -2.43
C -5.57 3.03 -3.74
N -3.38 3.47 -2.66
H -5.23 0.29 0.23
H -5.34 1.87 1.07
H -3.89 0.79 1.21
H -4.59 0.99 -2.43
H -5.97 1.75 -1.43
H -5.13 3.89 -1.77
H -5.74 3.96 -4.28
H -6.58 2.66 -3.50
H -5.15 2.29 -4.42
H -3.02 3.02 -3.50
H -2.85 3.21 -1.84
C -0.33 3.71 4.70
O -1.47 3.89 5.54
C -2.61 4.13 4.73
C -3.72 4.61 5.67
C -4.94 5.00 4.85
N -3.12 5.69 6.44
H -0.42 4.41 3.87
H -0.32 2.71 4.29
H 0.57 3.89 5.29
H -2.39 4.86 3.96
H -2.89 3.18 4.24
H -3.94 3.77 6.34
H -5.81 5.22 5.48
H -5.15 4.15 4.21
H -4.78 5.88 4.26
H -3.74 6.24 6.99
H -2.37 5.21 6.94
C -0.45 0.28 1.99
O -0.54 0.68 0.65
C -0.31 -0.41 -0.24
C -0.31 0.00 -1.68
C 0.68 1.14 -1.86
N -1.61 0.36 -2.22
H 0.57 -0.05 2.21
H -1.16 -0.51 2.20
H -0.69 1.15 2.59
H 0.65 -0.87 0.04
H -1.08 -1.16 -0.06
H 0.08 -0.85 -2.28
H 1.70 0.83 -1.65
H 0.48 1.95 -1.18
H 0.60 1.48 -2.88
H -2.16 -0.44 -2.51
H -2.12 0.91 -1.55
C 0.58 -4.58 1.73
O 1.56 -3.57 1.85
C 2.57 -3.67 0.85
C 3.82 -2.87 1.12
C 3.51 -1.38 1.49
N 4.79 -2.93 0.07
H 0.97 -5.63 1.77
H -0.04 -4.44 0.81
H -0.11 -4.40 2.58
H 2.79 -4.71 0.68
H 2.09 -3.32 -0.08
H 4.32 -3.24 2.00
H 2.92 -1.33 2.39
H 2.97 -0.81 0.72
H 4.44 -0.84 1.63
H 5.09 -3.89 -0.11
H 4.48 -2.57 -0.80
*
```



The following is a quantum chemistry calculation of a molecular structure, C39H33AsBBrHfN4O7S, from the Open Molecules 2025 dataset.

Computed properties:
**ΔE to the lowest compared entry with this formula, charge and spin**: 144.7 kJ/mol
**HOMO-LUMO gap (alpha / beta)**: 4.4 / 6.1 eV
**E**: -204977.606 eV

The geometry in ORCA input format:
```
! wB97M-V def2-TZVPD RIJCOSX def2/J DEFGRID3
* xyz -1 2
Hf -0.44 1.09 0.29
O -0.55 3.80 -2.87
C -0.70 3.10 -1.89
N 0.25 2.45 -1.15
C 1.60 2.86 -1.26
O 1.90 4.02 -1.55
C 2.65 1.90 -0.92
C 3.96 2.43 -0.91
C 5.04 1.72 -0.47
C 4.80 0.43 0.05
C 3.54 -0.09 0.01
N 2.46 0.56 -0.55
C -2.09 2.87 -1.37
C -3.03 3.88 -1.52
C -4.28 3.73 -0.96
C -4.55 2.55 -0.28
C -3.58 1.58 -0.20
N -2.35 1.71 -0.74
H 4.05 3.45 -1.26
H 6.03 2.15 -0.49
H 5.59 -0.16 0.50
H 3.33 -1.07 0.39
H -2.73 4.77 -2.06
H -5.02 4.51 -1.04
H -5.51 2.39 0.19
H -3.76 0.65 0.31
O -1.73 0.40 1.86
N -2.08 1.07 2.96
C -2.58 0.34 3.97
C -3.00 0.91 5.14
C -2.89 2.30 5.28
C -2.39 3.03 4.24
C -1.97 2.44 3.03
S -1.38 3.35 1.73
H -2.62 -0.73 3.78
H -3.38 0.28 5.93
H -3.20 2.78 6.20
H -2.29 4.11 4.30
C -3.60 -2.12 0.54
As -1.82 -1.52 -0.12
C -0.87 -2.75 1.08
C -1.98 -2.49 -1.85
C -2.00 -3.98 -1.87
C -3.11 -4.67 -2.37
C -3.10 -6.06 -2.48
C -1.98 -6.78 -2.09
C -0.88 -6.11 -1.57
C -0.90 -4.73 -1.45
H -3.65 -3.21 0.45
H -4.40 -1.67 -0.05
H -3.71 -1.84 1.58
H -1.28 -3.75 1.03
H -1.01 -2.33 2.08
H 0.19 -2.76 0.86
H -1.15 -2.13 -2.47
H -2.90 -2.09 -2.28
H -3.98 -4.12 -2.68
H -3.96 -6.56 -2.88
H -1.96 -7.86 -2.20
H -0.01 -6.66 -1.26
H -0.03 -4.21 -1.06
Br 6.44 5.25 2.21
C 5.03 3.97 2.29
C 3.79 4.30 1.77
C 2.77 3.36 1.84
C 2.99 2.12 2.42
C 4.24 1.81 2.94
C 5.27 2.74 2.88
C 1.90 1.09 2.47
O 2.06 0.02 3.03
O 0.80 1.43 1.85
H 3.62 5.26 1.29
H 1.79 3.59 1.44
H 4.39 0.84 3.37
H 6.25 2.51 3.27
O 1.49 -1.69 -0.69
B 1.14 -0.23 -0.65
O 0.50 -0.02 -2.03
C 1.00 -1.01 -2.80
C 0.93 -1.14 -4.17
C 1.51 -2.28 -4.75
C 2.13 -3.24 -3.97
C 2.19 -3.11 -2.58
C 1.61 -1.99 -2.01
H 0.46 -0.38 -4.77
H 1.47 -2.41 -5.82
H 2.57 -4.11 -4.44
H 2.67 -3.85 -1.96
*
```